Entry 1:
# C2H7N4S2

The ion C2H7N4S2 with charge +1 (ωB97M-V with the def2-TZVPD basis set, the OMol25 dataset).

```
15
C2H7N4S2 | the OMol25 dataset | ωB97M-V with the def2-TZVPD basis set
C -0.42 0.59 0.41
C -0.37 -0.98 -0.09
N -1.85 0.97 0.54
N -2.77 0.28 0.03
N 0.02 -1.88 0.95
N 0.10 1.53 -0.68
S -4.31 0.45 0.19
S -2.15 -1.36 -0.76
H 0.20 0.67 1.32
H 0.36 -0.95 -0.88
H -0.41 -1.71 1.83
H 0.25 -2.86 0.80
H 0.42 1.15 -1.60
H 0.96 1.94 -0.38
H -0.69 2.13 -0.69
```

Values from the calculation:
Lowest unoccupied orbital energy (alpha / beta) (eV): -3.88 / -6.52
Frontier orbital gap (alpha / beta) (eV): 6.97 / 6.52
ΔE to the lowest compared entry with this formula, charge and spin (kcal/mol): 14.0
<S²>: 2.0060
E_HOMO (alpha / beta) (eV): -10.85 / -13.04
Total charge: +1
Maximum force (hartree/bohr): 0.1219
Spin multiplicity: 3


Entry 2:
# C2H7N5

The molecule C2H7N5 (ωB97M-V with the def2-TZVPD basis set, the OMol25 dataset).

```
14
C2H7N5 | the OMol25 dataset | ωB97M-V with the def2-TZVPD basis set
C -0.76 1.32 -0.62
C -1.20 0.02 -0.14
N 1.99 -0.36 1.05
N 0.48 -1.11 -0.52
N 1.17 0.04 -0.02
N 0.04 0.81 0.51
N -2.16 -0.70 0.23
H 1.45 -0.37 1.92
H 2.72 0.34 1.15
H 0.56 -1.24 -1.53
H 0.38 -1.86 0.16
H -3.03 -0.49 -0.26
H -0.29 1.43 -1.60
H -1.36 2.18 -0.33
```

Values from the calculation:
SMILES: [H]/N=C1\CN1N(N)N
Lowest unoccupied orbital energy (eV): 1.07
Frontier orbital gap (eV): 9.51
ΔE to the lowest compared entry with this formula, charge and spin (kcal/mol): 131.6
E_HOMO (eV): -8.45
Maximum force (hartree/bohr): 0.0417


Entry 3:
# C2H7N5

The molecule C2H7N5 (ωB97M-V with the def2-TZVPD basis set, the OMol25 dataset).

```
14
C2H7N5 | the OMol25 dataset | ωB97M-V with the def2-TZVPD basis set
C 1.04 0.42 1.31
C -0.45 0.26 1.32
N 1.59 0.17 0.20
N -0.74 -0.16 -0.05
N 0.53 -0.13 -0.77
N -1.69 0.67 -0.67
N 0.72 -1.27 -1.52
H 1.62 0.75 2.15
H -0.77 -0.51 2.03
H -0.96 1.20 1.56
H -2.02 0.21 -1.51
H -1.29 1.58 -0.94
H 0.91 -2.10 -0.96
H 1.50 -1.11 -2.16
```

Values from the calculation:
Lowest unoccupied orbital energy (alpha / beta) (eV): 1.22 / -2.16
Frontier orbital gap (alpha / beta) (eV): 5.84 / 7.29
ΔE to the lowest compared entry with this formula, charge and spin (kcal/mol): 9.3
<S²>: 2.0079
E_HOMO (alpha / beta) (eV): -4.62 / -9.45
Maximum force (hartree/bohr): 0.2200
Spin multiplicity: 3


Entry 4:
# C2H7N5O

The molecule C2H7N5O (ωB97M-V with the def2-TZVPD basis set, the OMol25 dataset).

```
15
C2H7N5O | the OMol25 dataset | ωB97M-V with the def2-TZVPD basis set
C 1.47 -0.77 -0.11
C -1.66 0.05 0.11
H 3.48 0.25 0.97
H 3.12 1.73 0.10
H 2.29 -1.50 0.14
H -0.30 0.72 -1.15
H -3.08 1.42 0.62
H -2.52 1.56 -1.03
H -1.51 -1.72 1.02
N 2.82 0.86 0.51
N 1.74 0.48 -0.16
N -0.71 -0.20 -0.91
N -2.35 1.24 -0.07
N -1.80 -0.72 1.14
O 0.21 -1.22 -0.52
```

Values from the calculation:
SMILES: [H]/N=C(/N)NO/C=N/N
Lowest unoccupied orbital energy (eV): 1.03
Frontier orbital gap (eV): 9.37
ΔE to the lowest compared entry with this formula, charge and spin (kcal/mol): 73.8
E_HOMO (eV): -8.34
Maximum force (hartree/bohr): 0.0492


Entry 5:
# C2H7N5S

A cluster of 2 separate species, C2H7N5S in total (ωB97M-V with the def2-TZVPD basis set, the OMol25 dataset).

```
15
C2H7N5S | the OMol25 dataset | ωB97M-V with the def2-TZVPD basis set
C 2.19 0.40 0.54
C -1.57 -1.19 -0.05
N -0.45 1.71 -1.11
N 1.01 0.61 0.17
N -1.01 -1.93 -0.79
N -2.41 -0.47 0.54
N -0.13 0.71 -0.36
S 3.42 -0.52 -0.23
H 2.44 0.68 1.68
H 0.02 2.47 -1.56
H -0.41 -2.71 -0.56
H -1.43 1.97 -0.96
H -2.24 0.30 1.14
H -3.34 -0.97 0.66
H 3.89 -1.07 0.90
```

Values from the calculation:
Lowest unoccupied orbital energy (eV): -8.94
Frontier orbital gap (eV): 9.01
ΔE to the lowest compared entry with this formula, charge and spin (kcal/mol): 16.2
E_HOMO (eV): -17.94
Total charge: +2
Maximum force (hartree/bohr): 0.0711


Entry 6:
# C2H7N9

A cluster of 2 separate species, C2H7N9 in total (ωB97M-V with the def2-TZVPD basis set, the OMol25 dataset).

```
18
C2H7N9 | the OMol25 dataset | ωB97M-V with the def2-TZVPD basis set
C 1.76 0.25 0.05
C -1.60 -0.36 0.30
N 3.64 -0.72 -0.19
N 3.06 0.49 -0.14
N 1.54 -1.13 0.02
N 2.79 -1.66 -0.06
N -2.52 -1.40 0.66
N -1.81 0.13 -0.97
N 0.67 2.34 -0.04
N 0.67 1.03 -0.24
N -0.68 -0.03 1.11
H -2.45 -1.83 1.59
H -3.52 -1.47 0.46
H -2.42 -0.41 -1.64
H -1.00 0.68 -1.36
H 1.02 2.72 0.79
H 0.14 2.86 -0.69
H 0.71 -1.50 0.34
```

Values from the calculation:
Lowest unoccupied orbital energy (alpha / beta) (eV): -0.21 / -0.43
Frontier orbital gap (alpha / beta) (eV): 8.30 / 8.74
ΔE to the lowest compared entry with this formula, charge and spin (kcal/mol): 35.8
E_HOMO (alpha / beta) (eV): -8.51 / -9.17
Maximum force (hartree/bohr): 0.1154


Entry 7:
# C2H7NO

A cluster of 2 separate species, C2H7NO in total (ωB97M-V with the def2-TZVPD basis set, the OMol25 dataset).

```
11
C2H7NO | the OMol25 dataset | ωB97M-V with the def2-TZVPD basis set
C 1.21 1.03 -1.34
C -0.43 2.03 -0.15
N 0.44 1.10 -0.08
H 2.27 1.20 -1.26
H 1.16 -0.05 -1.65
H 0.85 1.63 -2.16
H -0.74 2.50 0.81
H -0.98 2.45 -1.17
H -0.51 -3.83 2.49
H -1.93 -3.74 2.01
O -1.34 -4.31 2.50
```

Values from the calculation:
SMILES: C=NC.O
Lowest unoccupied orbital energy (eV): 0.90
Frontier orbital gap (eV): 10.69
ΔE to the lowest compared entry with this formula, charge and spin (kcal/mol): 44.7
E_HOMO (eV): -9.79
Maximum force (hartree/bohr): 0.0666


Entry 8:
# C2H7NO

A cluster of 2 separate species, C2H7NO in total (ωB97M-V with the def2-TZVPD basis set, the OMol25 dataset).

```
11
C2H7NO | the OMol25 dataset | ωB97M-V with the def2-TZVPD basis set
C 0.73 -0.80 -0.91
C -1.46 -0.26 -0.32
N -0.25 -0.24 0.00
H 1.35 0.00 -1.31
H 1.41 -1.46 -0.36
H 0.28 -1.40 -1.70
H -2.20 0.18 0.33
H -1.78 -0.74 -1.26
H 0.52 2.34 2.02
H 0.44 0.90 1.45
O 0.95 1.48 2.05
```

Values from the calculation:
SMILES: C=NC.O
Lowest unoccupied orbital energy (eV): 1.01
Frontier orbital gap (eV): 11.29
ΔE to the lowest compared entry with this formula, charge and spin (kcal/mol): 21.0
E_HOMO (eV): -10.28
Maximum force (hartree/bohr): 0.0119


Entry 9:
# C2H7NO

A cluster of 2 separate species, C2H7NO in total (ωB97M-V with the def2-TZVPD basis set, the OMol25 dataset).

```
11
C2H7NO | the OMol25 dataset | ωB97M-V with the def2-TZVPD basis set
C -1.70 -1.00 -1.23
C -0.67 -1.72 -0.81
H 1.65 0.25 0.78
H 1.75 2.80 0.80
H 1.12 2.23 2.23
H -2.45 -1.30 -2.07
H -2.00 -0.07 -0.75
H -0.50 -2.76 -1.15
H 0.05 -1.35 -0.07
N 1.74 1.96 1.44
O 1.01 0.95 0.81
```

Values from the calculation:
SMILES: C=C.NO
Lowest unoccupied orbital energy (eV): 1.21
Frontier orbital gap (eV): 11.23
ΔE to the lowest compared entry with this formula, charge and spin (kcal/mol): 71.0
E_HOMO (eV): -10.01
Maximum force (hartree/bohr): 0.0448


Entry 10:
# C2H7NO

A cluster of 2 separate species, C2H7NO in total (ωB97M-V with the def2-TZVPD basis set, the OMol25 dataset).

```
11
C2H7NO | the OMol25 dataset | ωB97M-V with the def2-TZVPD basis set
C 2.33 0.53 -0.39
N 1.04 0.31 -0.81
H 2.71 0.50 0.57
H 3.17 0.56 -1.10
H 0.82 0.25 -1.80
H 0.30 -0.02 -0.20
C -2.11 -0.44 0.79
O -1.29 0.37 0.10
H -1.93 -0.47 1.90
H -3.20 -0.16 0.54
H -1.84 -1.43 0.38
```

Values from the calculation:
Lowest unoccupied orbital energy (eV): -1.81
Frontier orbital gap (eV): 4.75
ΔE to the lowest compared entry with this formula, charge and spin (kcal/mol): 107.1
E_HOMO (eV): -6.55
Maximum force (hartree/bohr): 0.1606


Entry 11:
# C2H7NO

A cluster of 2 separate species, C2H7NO in total (ωB97M-V with the def2-TZVPD basis set, the OMol25 dataset).

```
11
C2H7NO | the OMol25 dataset | ωB97M-V with the def2-TZVPD basis set
C -0.91 -0.16 1.29
C -1.33 -0.77 0.14
N 1.98 0.95 -0.87
O 0.84 0.45 -0.23
H 2.56 0.18 -1.20
H 1.71 1.56 -1.63
H -0.23 -0.64 1.97
H -1.16 0.87 1.50
H -2.18 -0.37 -0.39
H -0.01 -0.21 -0.65
H -1.27 -1.85 0.07
```

Values from the calculation:
SMILES: C=C.NO
Lowest unoccupied orbital energy (eV): 0.83
Frontier orbital gap (eV): 9.68
ΔE to the lowest compared entry with this formula, charge and spin (kcal/mol): 98.2
E_HOMO (eV): -8.86
Maximum force (hartree/bohr): 0.0686


Entry 12:
# C2H7NO

A cluster of 2 separate species, C2H7NO in total (ωB97M-V with the def2-TZVPD basis set, the OMol25 dataset).

```
11
C2H7NO | the OMol25 dataset | ωB97M-V with the def2-TZVPD basis set
N -2.47 -0.24 -2.81
H -2.12 -0.01 -1.92
H -2.31 -1.23 -2.96
H -3.46 -0.10 -2.86
C 1.69 -0.62 0.43
C 0.85 -0.20 1.37
O 0.58 1.11 1.66
H 1.75 -1.69 0.36
H 2.40 0.04 -0.05
H 0.30 -0.86 2.02
H 0.84 1.67 0.92
```

Values from the calculation:
SMILES: C=CO.N
Lowest unoccupied orbital energy (eV): 0.85
Frontier orbital gap (eV): 10.11
ΔE to the lowest compared entry with this formula, charge and spin (kcal/mol): 25.8
E_HOMO (eV): -9.27
Maximum force (hartree/bohr): 0.0338